Here is C29H55ClN2O2Si4TeTl as an isolated structure from the OMol25 dataset. Energies are from ωB97M-V with the def2-TZVPD basis set.

Structure (XYZ):
```
95
Properties=species:S:1:pos:R:3:forces:R:3
Tl 0.40171 -1.17446 -1.84877 -0.469 0.982 0.777
Te -0.00165 -0.27537 0.93496 1.089 0.175 -0.545
Cl -0.06142 -3.56756 -1.12606 -0.254 -1.717 0.186
Si -1.11082 1.31454 4.17429 0.565 -0.970 -0.331
Si -0.48609 -2.62621 3.24332 0.400 0.984 0.963
Si 0.34940 -0.39479 3.43499 -0.074 0.171 -0.018
Si 2.58168 -0.02012 4.14048 -1.101 -0.199 -0.524
O 4.01351 1.06332 -3.66730 1.070 0.360 -0.257
O -4.32426 -1.32066 -2.39311 -0.755 -0.203 0.040
N -2.60971 0.11194 -2.15295 -0.745 -0.983 -1.030
N 2.39473 0.65545 -2.17624 1.143 -0.082 -1.651
C 2.93665 0.35551 -3.32216 -1.234 0.729 2.518
C 4.36615 1.89378 -2.51731 0.419 -0.275 -0.818
C -3.07385 -0.96519 -2.71979 1.097 2.133 1.125
C -0.01982 -0.91725 -3.98437 0.600 -1.629 0.031
C -2.07616 -3.11698 2.36257 -0.200 0.125 -0.174
C -1.56704 -0.57132 -5.75965 0.001 -0.703 0.441
C -0.83037 -2.66127 5.08694 -0.491 -1.235 0.402
C 0.78181 0.01350 -6.01891 0.290 -0.454 0.150
C 3.21849 1.70858 -1.52605 -0.245 -0.316 -0.400
C -2.33174 -1.84733 -3.68226 -0.328 0.113 0.382
C -3.26568 1.07017 0.02945 -0.090 -0.150 0.387
C -2.94146 -0.68307 -6.33331 -0.420 0.178 -0.465
C 1.05969 -0.52398 -4.74982 -1.166 0.649 -1.201
C -2.88473 0.70524 3.95338 -0.295 0.223 0.177
C 3.73851 -1.05859 3.07516 0.388 -0.030 0.123
C 1.88003 0.54333 -6.87756 0.317 0.276 -0.481
C 3.01171 1.81027 3.91998 0.220 0.078 0.154
C -1.29435 -1.09166 -4.47999 0.212 0.751 -1.007
C -0.76319 1.72117 5.98571 -0.307 0.299 0.178
C -4.25666 1.97273 -2.04631 0.036 0.103 -0.287
C -0.52532 -0.01805 -6.50022 -0.163 0.165 0.219
C -3.71821 0.72514 -1.36851 0.285 -0.584 -0.318
C 0.81047 -3.91128 2.81324 0.165 -0.188 -0.009
C 2.46311 3.01035 -1.36123 -0.296 0.290 -0.058
C 3.69784 1.22509 -0.17543 0.199 -0.246 0.315
C -4.77531 -0.38189 -1.37941 -0.116 -0.718 -0.093
C -0.87896 2.86951 3.11945 -0.082 0.183 0.151
C 2.71724 -0.53314 5.95286 0.371 0.105 0.177
C 2.47378 -0.71982 -4.25753 0.442 0.135 0.220
H -1.54132 3.66320 3.50239 0.158 -0.105 -0.134
H 1.46733 1.05141 -7.75344 0.081 -0.016 0.033
H 3.98509 2.01393 4.39562 -0.201 0.063 -0.122
H 0.52549 -4.85427 3.30338 0.033 0.108 -0.084
H -2.94785 -0.30211 -7.35696 -0.090 -0.017 -0.012
H -3.31209 -1.71677 -6.36471 0.121 0.199 0.039
H -3.02389 -0.32657 4.30540 0.081 0.260 -0.054
H 2.50151 1.26234 -6.33494 0.005 -0.054 -0.068
H 3.72574 -0.29502 6.32684 -0.182 -0.099 0.049
H -0.74845 0.38276 -7.49094 0.117 -0.042 0.169
H -4.13307 1.39875 0.61471 0.097 0.048 0.030
H 0.07209 -2.56453 5.69715 0.017 -0.022 -0.150
H -2.53144 1.88106 0.00822 -0.005 -0.146 0.027
H 2.85106 0.93609 0.45802 0.094 0.047 -0.162
H 4.26023 2.02072 0.32670 -0.004 -0.070 -0.001
H 4.60396 -1.36234 3.68430 -0.086 -0.009 -0.214
H -3.07942 -2.31972 -4.33001 0.149 0.037 0.141
H 3.25329 -1.96504 2.69069 0.094 0.236 0.094
H 4.47883 2.91148 -2.90499 0.015 -0.116 0.205
H 4.35967 0.36109 -0.29503 -0.114 0.008 0.071
H 1.98870 -0.00714 6.58627 0.136 -0.120 -0.198
H 2.26176 2.46921 4.38140 0.184 -0.169 -0.082
H -3.55132 1.35859 4.53851 -0.018 -0.176 -0.151
H -3.66711 -0.09027 -5.76311 0.053 -0.118 0.003
H -4.64528 1.73478 -3.04242 0.100 0.091 0.063
H 2.54246 -0.25221 -7.24389 -0.067 0.089 0.066
H -1.45238 2.51564 6.31467 0.183 -0.120 0.078
H -1.13294 2.69728 2.06362 0.069 -0.059 0.263
H -3.47312 2.72948 -2.13130 -0.067 -0.058 -0.074
H -1.86394 -2.65035 -3.07893 -0.076 0.280 -0.293
H -0.92175 0.84708 6.63412 0.053 0.173 -0.211
H 0.86077 -4.10079 1.73426 -0.066 0.123 0.111
H -5.77527 -0.05466 -1.67912 0.119 0.020 0.139
H 1.01241 -1.63940 0.85753 -0.497 0.607 0.406
H -4.82513 -0.93605 -0.43270 -0.018 0.152 -0.133
H -1.93404 -3.29070 1.28788 0.137 0.121 0.194
H 2.55825 -1.61488 6.07409 0.008 0.272 -0.084
H -2.42961 -4.06343 2.80445 0.158 0.182 -0.014
H 0.26465 2.08028 6.14076 -0.227 -0.107 -0.095
H 5.32908 1.52121 -2.14340 -0.174 0.141 -0.052
H 3.09283 2.07794 2.85483 -0.091 -0.154 0.292
H -2.82725 0.19207 0.51801 -0.056 0.240 -0.093
H -1.27499 -3.64556 5.27062 -0.124 -0.107 0.599
H -2.88488 -2.38546 2.48357 0.164 -0.026 0.016
H 2.55210 -1.67215 -3.69910 -0.105 0.350 -0.324
H -3.20826 0.75142 2.90292 0.182 -0.021 0.256
H 1.56126 2.87829 -0.75821 0.051 -0.060 -0.082
H -5.07541 2.37843 -1.44242 0.048 0.035 -0.076
H 0.15485 3.24140 3.15833 -0.223 -0.109 0.001
H 3.11529 3.73520 -0.85989 -0.101 -0.024 -0.030
H 1.81469 -3.64867 3.16395 -0.162 -0.003 0.009
H 4.11633 -0.48297 2.21768 -0.157 -0.153 0.189
H -1.53672 -1.89691 5.42392 0.025 -0.042 -0.196
H 3.19181 -0.76427 -5.08269 -0.165 -0.040 0.108
H 2.19576 3.42150 -2.33917 -0.136 -0.046 0.092
```
Positions in Å, forces in eV/Å.

Computed properties:
* energy: -94063.749 eV
* Kohn-Sham gap: 4.36 eV
* net charge: -1
* E_HOMO: -0.0735 Eh

Here are the Mulliken charges for atoms 1 to 6, given in e: number 1, Tl, carries 0.113; number 2, Te, carries -0.305; number 3, Cl, carries -0.633; number 4, Si, carries 0.593; number 5, Si, carries 0.801; number 6, Si, carries -0.441